one | DFT (the ωB97M-V functional and the def2-TZVPD basis) results for a single C5H12O2 molecule.

Cartesian coordinates (Å):
C 0.67 0.52 2.55
C 0.46 -0.44 1.38
C -0.17 0.27 0.18
O 0.63 1.36 -0.25
C -0.37 -0.65 -1.03
C -1.29 -0.01 -2.06
O 0.94 -0.87 -1.57
H 1.25 1.39 2.22
H -0.29 0.88 2.94
H 1.20 0.04 3.38
H 1.42 -0.87 1.07
H -0.18 -1.28 1.68
H -1.14 0.68 0.49
H 1.30 0.92 -0.80
H -0.79 -1.62 -0.70
H -0.93 1.00 -2.28
H -1.31 -0.60 -2.99
H -2.32 0.06 -1.70
H 0.91 -0.75 -2.52

Calculated values
- lowest unoccupied orbital energy (eV) = 0.85
- HOMO level (eV) = -10.0191
- SMILES = CC[C@@H](O)[C@@H](C)O
- gap between HOMO and LUMO (eV) = 10.866

=====

two | DFT (the ωB97M-V functional and the def2-TZVPD basis) results for a molecular structure, C5H12O2.

Cartesian coordinates (Å):
C -2.17 -1.68 0.48
C -1.40 -0.62 -0.30
C -0.31 0.05 0.54
O 0.64 -0.90 1.02
C 0.39 1.16 -0.23
C 1.67 1.59 0.22
O 2.58 0.61 -1.07
H -2.90 -2.19 -0.16
H -1.48 -2.43 0.88
H -2.70 -1.23 1.33
H -2.08 0.15 -0.67
H -0.92 -1.07 -1.19
H -0.77 0.43 1.46
H 1.16 -1.20 0.26
H -0.24 1.89 -0.72
H 1.37 0.61 -1.16
H 2.13 1.11 1.08
H 2.03 2.59 -0.02
H 3.01 1.16 -1.75

Calculated values
- lowest unoccupied orbital energy (eV) = 0.87
- HOMO level (eV) = -8.5042
- gap between HOMO and LUMO (eV) = 9.375

=====

Stability comparison, relative energies in kJ/mol: one 0.0; two 302.2

=====

one | DFT (the ωB97M-V functional and the def2-TZVPD basis) results for a single C5H12O2 molecule.

Cartesian coordinates (Å):
C -2.41 1.35 -0.32
C -1.20 0.79 0.41
C -0.09 0.36 -0.53
O 0.23 1.24 -1.55
C 0.97 -1.31 1.09
C 1.96 -2.12 0.29
O 1.11 0.19 0.29
H -2.16 2.25 -0.89
H -2.84 0.62 -1.02
H -3.19 1.62 0.40
H -0.78 1.53 1.10
H -1.44 -0.09 1.01
H -0.29 -0.61 -1.00
H 0.18 2.14 -1.20
H 1.47 -0.98 2.01
H 1.62 -2.29 -0.75
H 3.01 -1.76 0.23
H 1.99 -3.11 0.76
H 1.87 0.18 -0.32

Calculated values
- lowest unoccupied orbital energy (eV) = 0.63
- HOMO level (eV) = -7.1921
- gap between HOMO and LUMO (eV) = 7.822

=====

two | DFT (the ωB97M-V functional and the def2-TZVPD basis) results for 3 unconnected molecules or ions with the total composition C5H12O2.

Cartesian coordinates (Å):
C -0.53 -0.75 -0.20
C 0.52 -0.02 0.18
C -1.14 -0.62 -1.61
C -2.19 -1.57 -2.11
C -2.50 -2.67 -1.46
H -0.95 -1.30 0.60
H 0.99 -0.14 1.12
H 1.08 0.65 -0.50
H -1.70 0.41 -1.66
H -0.33 -0.77 -2.41
H -2.68 -1.16 -2.96
H -3.25 -3.38 -1.86
H -2.04 -2.84 -0.40
H 3.61 1.18 2.44
H 4.25 1.29 3.97
O 3.46 1.31 3.42
H 1.52 3.63 1.89
H 0.49 3.37 0.56
O 1.40 3.35 0.99

Calculated values
- lowest unoccupied orbital energy (eV) = 0.78
- HOMO level (eV) = -9.3720
- SMILES = C=CCC=C.O.O
- gap between HOMO and LUMO (eV) = 10.152

=====

three | DFT (the ωB97M-V functional and the def2-TZVPD basis) results for a single C5H12O2 molecule.

Cartesian coordinates (Å):
C 2.37 0.20 1.06
C 0.92 0.66 0.83
C 0.19 -0.34 -0.07
O 0.31 -1.65 0.47
C -1.31 0.01 -0.38
C -1.51 0.51 -1.81
O -2.15 -1.13 -0.28
H 2.37 -0.80 1.51
H 2.90 0.12 0.10
H 2.93 0.88 1.70
H 0.40 0.73 1.80
H 0.90 1.67 0.40
H 0.73 -0.40 -1.02
H -0.15 -1.65 1.32
H -1.66 0.79 0.32
H -1.04 -0.18 -2.52
H -2.58 0.54 -2.03
H -1.09 1.51 -1.96
H -2.45 -1.22 0.63

Calculated values
- lowest unoccupied orbital energy (eV) = 0.70
- HOMO level (eV) = -10.0365
- SMILES = CC[C@@H](O)[C@@H](C)O
- gap between HOMO and LUMO (eV) = 10.736

=====

four | DFT (the ωB97M-V functional and the def2-TZVPD basis) results for a single C5H12O2 molecule.

Cartesian coordinates (Å):
C -0.35 -0.40 0.14
C 1.36 1.27 -0.85
C 0.19 1.06 0.12
C -0.24 -0.99 1.55
C -1.81 -0.43 -0.33
O 0.42 -1.27 -0.69
O 2.50 0.54 -0.50
H 0.18 -1.11 -1.61
H 2.23 -0.39 -0.44
H 1.05 1.04 -1.88
H 1.66 2.32 -0.82
H 0.53 1.32 1.12
H -0.61 1.75 -0.16
H -0.61 -2.01 1.56
H 0.80 -1.00 1.86
H -0.82 -0.39 2.25
H -2.18 -1.45 -0.35
H -1.90 -0.01 -1.33
H -2.43 0.15 0.35

Calculated values
- lowest unoccupied orbital energy (eV) = 0.77
- HOMO level (eV) = -10.0277
- SMILES = CC(C)(O)CCO
- gap between HOMO and LUMO (eV) = 10.794

=====

Stability comparison, relative energies in kJ/mol: one 356.9; two 237.0; three 32.5; four 0.0

=====

one | DFT (the ωB97M-V functional and the def2-TZVPD basis) results for a single C6H4 molecule.

Cartesian coordinates (Å):
C -3.80 -0.07 0.17
C -2.53 -0.14 0.04
C -1.73 0.97 -0.33
C -0.47 0.80 0.19
C -1.04 -0.60 -0.12
C 0.85 1.02 0.21
H -0.82 -1.22 0.66
H -0.62 -0.99 -1.08
H 1.36 1.92 0.44
H 1.55 0.18 -0.06

Calculated values
- lowest unoccupied orbital energy (eV) = -0.98
- HOMO level (eV) = -8.1519
- gap between HOMO and LUMO (eV) = 7.174

=====

two | DFT (the ωB97M-V functional and the def2-TZVPD basis) results for a single C6H4 molecule.

Cartesian coordinates (Å):
C 0.73 0.65 0.08
C 0.75 -0.75 0.06
C -1.50 0.70 0.09
C -1.57 -0.55 0.04
C -0.37 1.49 0.08
C -0.45 -1.47 0.12
H 1.57 1.18 -0.13
H 1.71 -1.14 -0.07
H -0.29 2.49 -0.11
H -0.59 -2.59 -0.16

Calculated values
- lowest unoccupied orbital energy (eV) = 0.03
- HOMO level (eV) = -9.6120
- SMILES = C1=C=CC=CC=1
- gap between HOMO and LUMO (eV) = 9.643

=====

three | DFT (the ωB97M-V functional and the def2-TZVPD basis) results for a single C6H4 molecule.

Cartesian coordinates (Å):
C -2.12 -0.09 0.30
C 2.07 -1.07 0.17
C -1.45 -1.21 -0.27
C -0.87 0.09 -0.14
C 0.36 0.88 -0.28
C 1.42 -0.09 -0.05
H -2.96 0.37 0.77
H 2.74 -1.86 0.35
H 0.42 1.27 -1.30
H 0.40 1.71 0.44

Calculated values
- lowest unoccupied orbital energy (eV) = 0.86
- HOMO level (eV) = -8.9235
- SMILES = C#CCC1=C=C1
- gap between HOMO and LUMO (eV) = 9.786

=====

four | DFT (the ωB97M-V functional and the def2-TZVPD basis) results for a single C6H4 molecule.

Cartesian coordinates (Å):
C 1.16 0.98 0.07
C 1.90 0.39 0.81
C -2.76 0.93 -0.47
C -1.38 1.19 -0.38
C 0.12 1.73 -0.75
C -2.05 0.55 0.65
H 2.87 -0.15 0.86
H 0.10 2.77 -0.57
H 0.30 1.32 -1.78
H -1.71 -0.06 1.45

Calculated values
- lowest unoccupied orbital energy (eV) = 0.77
- HOMO level (eV) = -8.5522
- SMILES = C#CCC1=C=C1
- gap between HOMO and LUMO (eV) = 9.321

=====

Stability comparison, relative energies in kJ/mol: one 547.9; two 0.0; three 173.4; four 273.9

=====

one | DFT (the ωB97M-V functional and the def2-TZVPD basis) results for a gas-phase ion, C3H3N4O (charge +1).

Cartesian coordinates (Å):
C 0.01 -1.30 0.34
C -1.17 -1.20 -0.20
C 0.27 1.56 -0.46
N -2.57 0.33 -1.34
N -1.89 -0.36 -0.76
N 1.08 -0.45 0.49
N 1.11 0.92 0.21
O -0.62 2.11 -0.93
H 0.17 -2.25 0.80
H 1.87 -0.82 1.02
H 1.73 1.45 0.83

Calculated values
- net charge = +1
- lowest unoccupied orbital energy (eV) = -6.15
- HOMO level (eV) = -13.1968
- gap between HOMO and LUMO (eV) = 7.048

=====

two | DFT (the ωB97M-V functional and the def2-TZVPD basis) results for 2 unconnected molecules or ions with the total composition C3H3N4O.

Cartesian coordinates (Å):
C 0.59 0.64 0.04
C 1.45 -0.32 0.37
C 1.02 -1.66 -0.03
N 5.26 0.00 -0.23
N 4.27 0.02 0.17
N -0.61 0.02 -0.21
N -0.27 -1.35 -0.06
O 1.69 -2.63 -0.08
H 0.61 1.74 0.18
H -1.55 0.24 -0.55
H -1.09 -1.97 -0.08

Calculated values
- net charge = +1
- lowest unoccupied orbital energy (spin up / spin down) (eV) = -8.74 / -6.87
- HOMO level (spin up / spin down) (eV) = -15.5814 / -15.8853
- gap between HOMO and LUMO (spin up / spin down) (eV) = 6.846 / 9.020

=====

Stability comparison, relative energies in kJ/mol: one 77.3; two 0.0

=====

one | DFT (the ωB97M-V functional and the def2-TZVPD basis) results for a gas-phase ion, C2H3O3Si (charge -1).

Cartesian coordinates (Å):
C 1.37 0.40 0.08
C 2.48 -0.39 0.09
O -0.06 -0.42 0.18
O 1.29 1.63 0.27
O 3.43 -1.00 -0.37
Si -1.67 -0.23 -0.05
H -2.09 1.11 0.36
H -2.62 -0.71 0.91
H -2.12 -0.39 -1.47

Calculated values
- net charge = -1
- lowest unoccupied orbital energy (eV) = 3.76
- HOMO level (eV) = -2.3629
- SMILES = O=C=C([O-])O[SiH3]
- gap between HOMO and LUMO (eV) = 6.120

=====

two | DFT (the ωB97M-V functional and the def2-TZVPD basis) results for 2 unconnected molecules or ions with the total composition C2H3O3Si.

Cartesian coordinates (Å):
C -0.30 -1.49 0.82
C -0.05 -1.65 2.16
O -0.15 0.25 -0.17
O -1.13 -1.96 0.12
O 0.88 -1.96 2.90
Si 0.05 1.38 -1.25
H -0.86 2.66 -1.27
H 0.05 0.70 -2.52
H 1.50 2.07 -0.78

Calculated values
- net charge = -1
- lowest unoccupied orbital energy (spin up / spin down) (eV) = 3.75 / 3.75
- HOMO level (spin up / spin down) (eV) = -3.8211 / -3.8190
- gap between HOMO and LUMO (spin up / spin down) (eV) = 7.569 / 7.568

=====

Stability comparison, relative energies in kJ/mol: one 0.0; two 79.3

=====

one | DFT (the ωB97M-V functional and the def2-TZVPD basis) results for a single C6H10OS molecule.

Cartesian coordinates (Å):
C -2.56 0.12 -0.59
C -0.62 -0.46 0.68
C 0.22 -1.28 -0.31
C 1.36 0.98 0.29
C 0.34 1.66 -0.57
C -0.08 0.95 0.70
H -2.47 1.21 -0.43
H -3.64 -0.15 -0.61
H -2.08 -0.12 -1.57
H -0.46 -0.89 1.66
H -0.15 -1.14 -1.33
H 0.17 -2.32 -0.08
H 2.10 1.55 0.83
H 0.09 1.19 -1.52
H 0.28 2.71 -0.58
H -0.39 1.57 1.56
O -2.01 -0.61 0.49
S 1.92 -0.66 -0.19

Calculated values
- lowest unoccupied orbital energy (eV) = 0.91
- HOMO level (eV) = -8.4301
- SMILES = CO[C@H]1CS[C@H]2C[C@@H]12
- gap between HOMO and LUMO (eV) = 9.337

=====

two | DFT (the ωB97M-V functional and the def2-TZVPD basis) results for a single C6H10OS molecule.

Cartesian coordinates (Å):
C -3.17 0.12 0.09
C -0.49 0.51 -0.13
C 0.84 0.49 -0.02
C 1.57 1.81 0.04
C 1.74 -0.74 0.03
C 1.19 -2.14 -0.01
H -3.99 -0.64 0.16
H -3.34 0.84 0.96
H -3.30 0.70 -0.89
H -0.98 1.44 -0.43
H 2.36 1.86 -0.70
H 0.96 2.65 -0.09
H 2.09 1.94 1.01
H 0.49 -2.25 0.80
H 1.99 -2.86 0.14
H 0.74 -2.39 -0.97
O 2.93 -0.55 0.04
S -1.63 -0.79 0.00

Calculated values
- lowest unoccupied orbital energy (eV) = 0.62
- HOMO level (eV) = -8.4081
- SMILES = CS/C=C(/C)C(C)=O
- gap between HOMO and LUMO (eV) = 9.027

=====

Stability comparison, relative energies in kJ/mol: one 45.0; two 0.0